This record from the Open Molecules 2025 dataset describes a gas-phase ion, C4H11N2OS (charge -1) in a non-equilibrium geometry. The level of theory is ωB97M-V with the def2-TZVPD basis set.

Summary:
SMILES = NC[C@@H](CS)NC[O-]
ΔE to the lowest compared entry with this formula, charge and spin = 113.1 kcal/mol
Kohn-Sham gap = 5.99 eV

Structure (ORCA input):
```
! RIJCOSX wB97M-V def2-TZVPD def2/J DEFGRID3
* xyz -1 1
N 2.208 0.753 -0.089
C 1.285 -0.003 -0.929
C -0.201 -0.222 -0.287
C -0.486 -1.780 -0.626
S -2.191 -2.059 -1.422
N -0.515 0.046 1.049
C -0.789 1.598 1.238
O -0.171 2.134 2.191
H 1.881 1.636 0.199
H 2.422 0.203 0.776
H 1.025 0.644 -1.856
H 1.873 -1.017 -0.977
H -0.811 0.375 -1.028
H 0.070 -2.370 -1.194
H -0.333 -2.165 0.414
H -3.020 -1.239 -0.777
H 0.205 -0.220 1.654
H -0.600 2.160 0.238
H -1.854 1.525 1.425
*
```

---

This record from the Open Molecules 2025 dataset describes a molecular structure, C49H47N5O4P2RhSe3. The level of theory is ωB97M-V with the def2-TZVPD basis set.

Summary:
ΔE to the lowest compared entry with this formula, charge and spin = 0.0 kcal/mol
Kohn-Sham gap = 6.13 eV

Structure (ORCA input):
```
! RIJCOSX wB97M-V def2-TZVPD def2/J DEFGRID3
* xyz 1 1
Rh -0.106 0.414 -0.553
Se 4.938 0.278 -5.083
P 3.546 1.846 -4.953
C 2.799 2.355 -6.511
C 3.146 3.557 -7.116
C 2.612 3.883 -8.355
C 1.737 3.011 -8.985
C 1.393 1.807 -8.382
C 1.927 1.475 -7.149
C 4.158 3.353 -4.152
C 3.258 4.372 -3.830
C 3.713 5.510 -3.186
C 5.062 5.638 -2.868
C 5.953 4.627 -3.194
C 5.501 3.478 -3.831
C 2.138 1.409 -3.908
C 2.110 0.687 -2.722
N 0.855 0.847 -2.244
N 0.147 1.582 -3.075
N 0.909 1.939 -4.083
P 3.243 -0.190 -1.681
Se 1.988 -0.483 0.141
C 4.661 0.841 -1.312
C 5.963 0.432 -1.574
C 7.016 1.275 -1.253
C 6.767 2.517 -0.688
C 5.462 2.933 -0.447
C 4.406 2.094 -0.755
C 3.682 -1.825 -2.248
C 4.539 -2.592 -1.459
C 4.818 -3.897 -1.830
C 4.232 -4.433 -2.969
C 3.363 -3.670 -3.739
C 3.084 -2.362 -3.382
H 3.830 4.239 -6.628
H 2.883 4.817 -8.828
H 1.321 3.267 -9.951
H 0.711 1.128 -8.875
H 1.667 0.533 -6.681
H 2.210 4.271 -4.087
H 3.020 6.305 -2.938
H 5.416 6.533 -2.373
H 7.003 4.729 -2.950
H 6.184 2.675 -4.081
H 6.154 -0.521 -2.047
H 8.032 0.961 -1.452
H 7.593 3.171 -0.440
H 5.269 3.909 -0.024
H 3.388 2.417 -0.568
H 4.986 -2.180 -0.562
H 5.488 -4.495 -1.228
H 4.452 -5.452 -3.257
H 2.911 -4.090 -4.627
H 2.425 -1.757 -3.991
C -1.223 6.735 0.512
C -1.015 6.610 -0.998
C -0.489 5.254 -1.465
C -1.490 4.105 -1.440
N -1.937 3.710 -0.095
C -1.206 3.079 0.834
Se 0.545 2.408 0.561
N -1.937 2.907 1.940
C -1.489 2.225 3.161
C -0.539 3.080 3.994
C -1.087 4.444 4.408
C -2.228 4.369 5.417
C -3.217 3.376 1.699
C -4.372 3.364 2.475
C -5.501 3.923 1.919
C -5.490 4.482 0.630
C -4.352 4.478 -0.148
C -3.216 3.897 0.408
H -1.403 7.773 0.790
H -0.336 6.398 1.055
H -2.077 6.158 0.869
H -0.295 7.369 -1.311
H -1.942 6.848 -1.529
H 0.397 4.979 -0.887
H -0.156 5.327 -2.504
H -1.083 3.228 -1.940
H -2.392 4.394 -1.978
H -1.017 1.294 2.853
H -2.386 1.959 3.715
H 0.394 3.203 3.441
H -0.287 2.502 4.888
H -1.406 5.001 3.520
H -0.267 5.020 4.840
H -3.113 3.883 5.003
H -2.530 5.365 5.739
H -1.926 3.809 6.304
H -4.397 2.914 3.456
H -6.423 3.925 2.484
H -6.399 4.914 0.236
H -4.355 4.900 -1.144
O -3.735 -0.187 1.302
C -2.818 -0.381 0.538
O -1.772 0.440 0.523
C -2.852 -1.517 -0.446
C -4.035 -2.236 -0.528
C -4.197 -3.307 -1.412
C -3.125 -3.618 -2.207
O -3.007 -4.620 -3.119
C -1.733 -4.450 -3.742
O -1.025 -3.446 -3.003
C -1.934 -2.911 -2.139
C -1.771 -1.868 -1.271
H -4.846 -1.941 0.123
H -5.120 -3.866 -1.470
H -1.874 -4.112 -4.771
H -1.181 -5.386 -3.698
H -0.784 -1.403 -1.242
*
```

---

This record from the Open Molecules 2025 dataset describes a single C16H16N2O4S molecule. The level of theory is ωB97M-V with the def2-TZVPD basis set.

Summary:
SMILES = O=C1Nc2ccc(S(=O)(=O)NC[C@H]3CCCO3)c3cccc1c23
ΔE to the lowest compared entry with this formula, charge and spin = 16.5 kcal/mol
Kohn-Sham gap = 7.89 eV

Structure (ORCA input):
```
! RIJCOSX wB97M-V def2-TZVPD def2/J DEFGRID3
* xyz 0 1
O -5.002 -0.058 -0.050
C -3.838 0.223 -0.195
N -3.274 0.639 -1.400
C -1.920 0.886 -1.284
C -0.938 1.289 -2.151
C 0.371 1.399 -1.638
C 0.689 1.136 -0.332
S 2.383 1.262 0.193
O 3.205 1.585 -0.939
O 2.472 2.089 1.362
N 2.711 -0.293 0.738
C 3.098 -1.269 -0.258
C 1.963 -2.251 -0.569
C 1.253 -2.827 0.672
C -0.217 -2.933 0.239
C -0.194 -2.418 -1.209
O 0.953 -1.607 -1.320
C -0.297 0.737 0.595
C -0.181 0.431 1.967
C -1.291 0.031 2.680
C -2.572 -0.094 2.109
C -2.713 0.210 0.777
C -1.579 0.620 0.061
H -3.816 0.749 -2.241
H -1.132 1.506 -3.190
H 1.176 1.693 -2.294
H 3.318 -0.241 1.541
H 3.967 -1.836 0.081
H 3.357 -0.739 -1.180
H 2.383 -3.074 -1.174
H 1.675 -3.789 0.955
H 1.362 -2.130 1.501
H -0.852 -2.301 0.857
H -0.592 -3.953 0.287
H -0.121 -3.261 -1.912
H -1.060 -1.810 -1.471
H 0.780 0.533 2.446
H -1.180 -0.198 3.730
H -3.410 -0.416 2.708
*
```

---

This record from the Open Molecules 2025 dataset describes a molecular structure, C26H19AuF3IN2O3. The level of theory is ωB97M-V with the def2-TZVPD basis set.

Summary:
ΔE to the lowest compared entry with this formula, charge and spin = 0.3 kcal/mol
Kohn-Sham gap (spin up / spin down) = 6.70 / 7.89 eV

Structure (ORCA input):
```
! RIJCOSX wB97M-V def2-TZVPD def2/J DEFGRID3
* xyz 0 3
Au -0.390 -0.416 2.050
F 1.218 0.618 7.062
C 0.291 0.064 6.263
C 0.449 0.122 4.893
C -0.516 -0.461 4.087
C -1.644 -1.093 4.643
C -1.736 -1.117 6.032
F -2.782 -1.722 6.645
C -0.792 -0.552 6.861
C -2.637 -1.682 3.715
C -3.833 -2.306 4.082
C -4.673 -2.805 3.104
C -4.326 -2.688 1.765
C -3.133 -2.059 1.469
N -2.331 -1.579 2.411
H 1.314 0.609 4.460
H -0.900 -0.594 7.934
H -4.102 -2.395 5.121
H -5.599 -3.286 3.389
H -4.957 -3.069 0.975
H -2.791 -1.928 0.449
C 4.265 2.395 -3.303
C 3.343 1.314 -3.841
C 2.652 1.760 -5.121
C 1.848 0.611 -5.705
C 0.916 0.040 -4.669
C -0.218 -0.641 -5.048
C -1.086 -1.142 -4.085
F -2.186 -1.799 -4.500
C -0.862 -0.973 -2.751
C 0.285 -0.282 -2.338
C 0.508 -0.093 -0.898
O -0.344 -0.592 -0.120
C 1.665 0.651 -0.544
C 2.488 1.087 -1.549
N 2.308 0.903 -2.861
C 1.177 0.217 -3.295
C 2.140 1.069 0.852
O 3.137 1.783 0.893
O 1.505 0.660 1.879
H 4.926 2.707 -4.111
H 4.893 2.051 -2.484
H 3.699 3.266 -2.968
H 3.936 0.421 -4.067
H 3.407 2.098 -5.831
H 2.003 2.611 -4.896
H 2.532 -0.169 -6.053
H 1.273 0.935 -6.573
H -0.454 -0.783 -6.095
H -1.547 -1.355 -2.009
H 3.358 1.638 -1.225
I -1.064 3.071 0.367
C -1.945 1.733 1.629
H -2.768 1.163 1.227
H -1.920 1.984 2.678
*
```